Entry 1:
{
  "formula": "C2H14N2O3",
  "method": "ωB97M-V/def2-TZVPD",
  "spin_multiplicity": 1,
  "smiles": "CNCN.O.O.O",
  "e_lumo_ev": 0.808,
  "gap_ha": 0.36866,
  "mol_weight_g_mol": 114.14,
  "energy_ha": -419.8040,
  "e_homo_ev": -9.22,
  "symbols": ["H", "O", "O", "H", "O", "H", "C", "H", "H", "N", "H", "N", "H", "H", "H", "H", "H", "H", "C", "H", "H"],
  "xyz": [[0.512, 1.366, 1.217], [2.095, -1.004, 1.496], [1.124, 0.417, -1.669], [0.391, 0.484, -1.025], [3.823, -1.028, -0.889], [-0.826, 2.295, 1.426], [-2.741, -0.543, -0.650], [-2.495, -1.584, -0.398], [-1.799, 1.295, -0.584], [-0.459, 1.362, 1.491], [-3.706, -0.215, -0.245], [-1.582, 0.316, -0.436], [0.894, 1.164, -2.225], [4.444, -0.579, -0.305], [2.268, -1.055, 0.549], [3.562, -0.291, -1.456], [-2.159, 0.322, 1.629], [-0.711, -0.687, 1.175], [-1.233, 0.252, 1.031], [1.468, -1.731, 1.601], [-2.870, -0.555, -1.734]]
}

Entry 2:
{
  "formula": "C2H14N2O3",
  "method": "ωB97M-V/def2-TZVPD",
  "spin_multiplicity": 1,
  "smiles": "CNCN.O.O.O",
  "e_lumo_ev": 0.769,
  "gap_ha": 0.37697,
  "mol_weight_g_mol": 114.14,
  "energy_ha": -419.8058,
  "e_homo_ev": -9.49,
  "symbols": ["N", "H", "H", "O", "H", "N", "H", "H", "H", "O", "H", "C", "H", "H", "H", "C", "H", "H", "H", "H", "O"],
  "xyz": [[1.486, 1.073, -0.948], [-0.155, 1.529, 2.405], [0.905, 0.621, -1.628], [-0.548, 0.811, 1.885], [0.493, -2.467, 0.526], [1.432, -0.713, 0.623], [1.340, -2.132, -0.894], [-0.276, -1.239, -0.471], [-3.654, 0.851, 0.905], [-2.859, 0.527, 0.488], [3.064, 0.605, 0.443], [2.258, 0.141, -0.202], [-2.030, 0.708, 0.993], [0.206, 0.314, 1.532], [0.943, 1.632, -0.311], [0.672, -1.661, -0.095], [-2.320, -0.862, -1.972], [2.810, -0.649, -0.879], [-1.912, 0.498, -1.446], [2.062, -1.268, 1.154], [-1.529, -0.281, -1.910]]
}